No. 1
C4H10N2 in the gas phase at a distorted geometry, computed with the ωB97M-V functional and the def2-TZVPD basis.

The relative energy (zero: lowest compared OMol25 entry of this formula, charge and spin) is 25.24 kcal per mole. The frontier orbital gap is 8.5 eV. The LUMO energy is 1.0 eV. Its SMILES is CC/C(N)=C/N.

```
16
Properties=species:S:1:pos:R:3:lowdin_charge:R:1
C 0.3389 -2.1814 -0.4790 -0.090
C -0.1863 -0.7511 -0.9002 -0.225
C -0.0340 0.4244 0.0206 -0.369
C -1.0787 1.0942 0.5401 -0.165
N -0.8888 2.4049 1.0034 0.033
N 1.3124 0.9142 0.1704 0.055
H 1.3560 -2.3673 -0.7971 0.055
H -0.3659 -2.7745 -1.0573 0.058
H 0.1675 -2.3872 0.5739 0.064
H -1.2285 -0.8067 -1.2121 0.093
H 0.3120 -0.5838 -1.8702 0.106
H -2.0347 0.6114 0.6515 0.108
H -1.3371 2.5681 1.9003 0.076
H 0.0451 2.7506 0.9811 0.055
H 1.6707 0.4997 1.0163 0.077
H 1.9514 0.5845 -0.5417 0.070
```


No. 2
C47H47BF6N2O2S as an isolated structure at a distorted geometry, computed with the ωB97M-V functional and the def2-TZVPD basis.

The relative energy (zero: lowest compared OMol25 entry of this formula, charge and spin) is 0.00 kcal per mole. The frontier orbital gap is 7.6 eV. The LUMO energy is 0.3 eV.

```
106
Properties=species:S:1:pos:R:3:lowdin_charge:R:1
C -3.3870 5.5386 1.4899 -0.056
C -2.2343 4.5986 1.3617 -0.283
C -1.8203 3.8692 2.4875 -0.047
C -0.5050 3.4497 2.6013 -0.028
C 0.3890 3.7588 1.5436 -0.254
B 1.3584 0.0923 0.9606 -0.716
C 1.7521 4.0888 1.7915 -0.438
C 2.4643 4.2578 2.9795 -0.122
C 3.7228 4.9152 2.8139 -0.131
C 3.9952 5.2511 1.4970 -0.599
C 5.0902 6.0902 0.9500 -0.114
S 2.8031 4.5825 0.4566 1.082
O 1.8319 -0.0753 2.2426 0.113
C 3.2576 -0.2715 2.1639 -0.405
C 3.8170 0.8038 3.1023 -0.005
C 3.4776 -1.6710 2.7246 -0.001
C 3.5815 -0.0872 0.5904 -0.387
C 4.4667 1.1141 0.2908 -0.010
C 4.0582 -1.3285 -0.1462 -0.006
O 2.2725 0.1784 -0.0324 0.151
C -0.1625 4.0645 0.2752 -0.064
C -1.4744 4.4781 0.1831 -0.035
H -3.6653 5.9328 0.5118 0.074
H -4.2154 4.9920 1.9503 0.079
H -3.1666 6.4075 2.1317 0.090
H -2.4953 3.7204 3.3350 0.117
H -0.1123 2.9822 3.5052 0.120
H 2.0574 3.9462 3.9344 0.109
H 4.4035 5.1722 3.6249 0.109
H 5.6374 6.5783 1.7631 0.082
H 5.8056 5.5120 0.3471 0.080
H 4.6609 6.8667 0.2999 0.078
H 4.9108 0.7863 3.1777 0.095
H 3.4976 1.8044 2.7838 0.064
H 3.4076 0.6591 4.1138 0.097
H 4.5276 -1.9792 2.6859 0.098
H 3.1444 -1.7124 3.7696 0.098
H 2.8658 -2.3943 2.1751 0.066
H 5.5003 0.9420 0.6238 0.101
H 4.4763 1.3141 -0.7898 0.099
H 4.0823 2.0178 0.7816 0.053
H 5.0397 -1.6731 0.1932 0.098
H 3.3352 -2.1422 -0.0525 0.068
H 4.1233 -1.0998 -1.2181 0.100
H 0.4530 4.0250 -0.6221 0.095
H -1.8782 4.7930 -0.7821 0.120
F -2.1189 1.5460 -6.9788 0.127
C -2.6648 1.8277 -5.7655 -0.524
F -1.8552 2.7617 -5.1550 0.106
F -3.8764 2.4483 -5.9897 0.116
C -2.8526 0.6420 -4.8685 -0.027
N -3.4225 1.0955 -3.5899 -0.027
C -4.8126 1.2541 -3.5163 -0.233
C -5.6595 0.3187 -4.1345 -0.021
C -7.0385 0.5259 -4.1430 -0.080
C -7.5865 1.6571 -3.5269 -0.095
C -6.7462 2.6012 -2.9236 -0.074
C -5.3692 2.3839 -2.8830 -0.031
C -2.6166 1.2388 -2.4724 -0.196
C -3.1598 1.2819 -1.1664 -0.012
C -2.3577 1.0811 -0.0551 -0.016
C -0.9775 0.8501 -0.1879 -0.205
C -0.1972 0.3076 0.9704 -0.060
C -0.2546 -1.2322 1.0075 -0.155
C -0.2660 -1.9357 2.2361 -0.009
C -0.0536 -3.2935 2.2809 -0.010
C 0.2613 -4.0007 1.0944 -0.221
N 0.7594 -5.3070 1.2062 -0.037
C 1.9132 -5.4700 2.0999 -0.030
C 3.1358 -5.3935 1.2431 -0.520
F 4.3238 -5.4931 1.8853 0.136
F 3.1035 -6.3229 0.2410 0.132
F 3.1263 -4.1633 0.5921 0.078
C 0.2065 -6.4074 0.5817 -0.209
C -0.5151 -6.2774 -0.6216 -0.017
C -0.8288 -7.4084 -1.3752 -0.082
C -0.5918 -8.6826 -0.8577 -0.109
C -0.0223 -8.8236 0.4117 -0.088
C 0.3811 -7.7002 1.1268 -0.031
C 0.2368 -3.3201 -0.1348 -0.006
C -0.0996 -1.9812 -0.1757 0.012
C -0.4124 1.0466 -1.4516 -0.033
C -1.2083 1.2272 -2.5777 -0.013
H -3.5617 -0.0207 -5.3653 0.124
H -1.8953 0.1520 -4.6884 0.137
H -5.2336 -0.5927 -4.5555 0.111
H -7.6853 -0.2058 -4.6295 0.104
H -8.6699 1.8058 -3.5124 0.101
H -7.1514 3.5073 -2.4718 0.105
H -4.7101 3.0685 -2.3481 0.117
H -4.2310 1.4034 -1.0227 0.102
H -2.8227 1.0783 0.9324 0.124
H -0.5536 0.7410 1.9061 0.136
H -0.4328 -1.3956 3.1728 0.132
H -0.1150 -3.8604 3.2208 0.128
H 1.9502 -4.6227 2.7898 0.130
H 1.9085 -6.4211 2.6293 0.123
H -0.8180 -5.2933 -0.9648 0.089
H -1.2762 -7.2773 -2.3591 0.104
H -0.8725 -9.5650 -1.4301 0.096
H 0.1069 -9.8060 0.8646 0.103
H 0.7889 -7.8057 2.1318 0.100
H 0.4907 -3.8407 -1.0601 0.120
H -0.1852 -1.4574 -1.1211 0.122
H 0.6709 1.0316 -1.5669 0.122
H -0.7355 1.3446 -3.5490 0.099
```


No. 3
A 2-piece molecular cluster, C5H10O4 overall at a distorted geometry, computed with the ωB97M-V functional and the def2-TZVPD basis.

The relative energy (zero: lowest compared OMol25 entry of this formula, charge and spin) is 67.90 kcal per mole. The frontier orbital gap is 9.1 eV. The LUMO energy is 0.7 eV.

```
19
Properties=species:S:1:pos:R:3:lowdin_charge:R:1
C 0.6651 -1.5112 0.5726 -0.154
C -0.2684 0.6873 -0.2826 -0.305
C 0.9013 -0.0388 0.3870 -0.176
C 0.0053 2.1863 -0.4203 -0.041
C -0.4712 0.0926 -1.6587 -0.530
O -1.1141 -1.4585 1.9242 -0.084
O 1.5317 -2.0866 1.3478 0.026
O -1.7386 -0.3124 -1.8533 0.112
O 0.3721 -0.0078 -2.5089 0.116
H -0.9225 -2.3025 2.3460 0.054
H 2.0833 -1.4833 1.8964 0.124
H -1.8022 -0.7730 -2.7047 0.132
H -1.2240 -1.6680 0.9309 0.071
H -1.1670 0.5248 0.3150 0.133
H 1.1519 0.4535 1.3394 0.128
H 1.7796 0.0303 -0.2679 0.138
H -0.8481 2.6893 -0.8704 0.087
H 0.8764 2.3541 -1.0512 0.089
H 0.1895 2.6238 0.5587 0.082
```


No. 4
C5H4N2O in the gas phase at a distorted geometry, computed with the ωB97M-V functional and the def2-TZVPD basis.

The relative energy (zero: lowest compared OMol25 entry of this formula, charge and spin) is 68.03 kcal per mole. The frontier orbital gap is 7.6 eV. The LUMO energy is -1.8 eV. Its SMILES is O=c1ccnccn1.

```
12
Properties=species:S:1:pos:R:3:lowdin_charge:R:1
C 0.6882 0.5452 -1.2785 -0.386
C 1.5488 0.5170 -0.0690 0.080
C 0.9580 0.0040 1.1318 -0.163
C -1.2344 -0.7916 0.8045 -0.020
C -1.4680 -0.3732 -0.6162 -0.165
H 2.5068 0.9299 -0.0890 0.088
H 1.3979 0.3070 2.0380 0.087
H -1.9856 -1.4633 1.1932 0.098
H -2.5764 -0.4830 -0.9181 0.129
N -0.1964 -0.4059 1.5702 0.051
N -0.7289 0.0485 -1.5165 0.150
O 1.0899 1.1655 -2.2503 0.051
```


No. 5
C11H19Br3INO3 as an isolated structure at a distorted geometry, computed with the ωB97M-V functional and the def2-TZVPD basis.

The relative energy (zero: lowest compared OMol25 entry of this formula, charge and spin) is 67.29 kcal per mole. The frontier orbital gap is 9.0 eV. The LUMO energy is -0.4 eV.

```
38
Properties=species:S:1:pos:R:3:lowdin_charge:R:1
C -1.1767 2.5493 -1.4160 -0.118
O 0.1115 3.2154 -1.4354 -0.215
C 1.0815 2.4671 -2.2053 -0.142
C 1.4440 1.0325 -1.5694 -0.219
O 2.4433 0.2079 -2.2796 -0.017
C 2.7423 -0.9155 -1.4124 -0.316
O 3.4555 -1.8974 -1.7170 0.077
C 2.0380 -0.6508 0.0401 -0.163
C 0.6682 -1.4820 0.0945 -0.206
C 0.2967 -2.0585 1.5448 -0.739
C -1.2612 -2.5441 1.4661 -0.241
I 1.4749 -3.8101 2.1307 0.747
C 2.0064 0.9477 -0.0749 -0.181
C 1.3604 1.8320 1.0877 -0.202
N 2.1367 3.1370 1.1076 -0.025
H -1.2060 1.7135 -0.6164 0.077
H -2.0171 3.2751 -1.1511 0.104
H -1.3765 2.0038 -2.4178 0.105
H 0.5875 2.2728 -3.2352 0.134
H 1.9932 3.1268 -2.4099 0.144
H 0.4849 0.4332 -1.8211 0.146
H 2.8684 -0.9320 0.7906 0.157
H 0.7665 -2.3365 -0.6721 0.134
H -0.1879 -0.7769 -0.2048 0.116
H 0.3525 -1.2799 2.3753 0.082
H -1.4685 -3.4547 2.1257 0.036
H -1.9081 -1.6402 1.7466 0.067
H -1.4381 -2.8740 0.3751 0.064
H 3.1217 1.1943 -0.2281 0.162
H 1.5344 1.3383 2.1127 0.117
H 0.2474 2.0295 0.9522 0.104
H 1.9303 3.6292 1.9879 0.066
H 3.1295 2.8344 1.1954 0.069
C -5.3454 -2.5437 0.6786 -1.598
Br -4.3207 -1.2118 -0.2913 0.556
Br -4.3550 -4.1967 0.9013 0.586
Br -5.9951 -1.8596 2.3729 0.562
H -6.2194 -2.7753 0.0724 -0.028
```


No. 6
A 2-piece molecular cluster, C5H9NO2 overall at a distorted geometry, computed with the ωB97M-V functional and the def2-TZVPD basis.

The relative energy (zero: lowest compared OMol25 entry of this formula, charge and spin) is 93.21 kcal per mole. The frontier orbital gap is 10.8 eV. The LUMO energy is 0.8 eV. Its SMILES is [H]/N=C1/OC1=C.COC.

```
17
Properties=species:S:1:pos:R:3:lowdin_charge:R:1
C 1.6638 0.5741 0.5718 -0.116
C 0.5479 -0.3273 2.4289 -0.112
C -1.8971 0.6585 -1.1843 -0.389
C -1.3523 -0.2961 -2.0699 -0.209
C -0.6021 -1.2060 -2.6316 0.077
O -2.5321 0.4239 -2.3591 0.136
O 0.4324 0.3879 1.2237 -0.283
N -2.0309 1.3710 -0.1874 0.193
H -1.3075 1.2538 0.5182 0.042
H 2.1272 -0.3877 0.3205 0.088
H 2.3595 1.1471 1.1965 0.090
H 1.4552 1.1269 -0.3421 0.089
H -0.4559 -0.4134 2.8396 0.091
H 0.9596 -1.3288 2.2557 0.089
H 1.1918 0.2006 3.1425 0.090
H -0.8349 -1.6201 -3.5980 0.066
H 0.2756 -1.5644 -2.1248 0.057
```